ORCA calculation (ωB97M-V/def2-TZVPD) on C4H6S in the gas phase at a distorted geometry.

Each line ends with the Mulliken charge.
Positions of all 11 atoms, in Å:
C (2.68, 0.07, 0.35)  -0.61
C (1.41, 0.51, -0.01)  -0.13
C (-1.51, 0.42, -0.25)  -0.14
C (-2.59, 0.04, 0.38)  -0.61
H (2.96, -0.98, 0.64)  0.25
H (3.53, 0.65, -0.01)  0.23
H (1.23, 1.56, -0.07)  0.28
H (-1.30, 1.45, -0.58)  0.30
H (-3.45, 0.77, 0.46)  0.21
H (-2.72, -0.76, 1.03)  0.31
S (-0.01, -0.56, -0.27)  -0.09

Summary:
Multiplicity: 1
Maximum force, eV Å⁻¹: 3.24
Highest occupied orbital energy, eV: -8.27
Orbital gap, eV: 9.41
SMILES: C=CSC=C
E_tot, hartree: -554.10981
Energy above the lowest of the compared OMol25 structures with the same formula, charge and spin, eV: 1.697

***

ORCA calculation (ωB97M-V/def2-TZVPD) on 2 unconnected molecules or ions with the total composition CH2F2O3S at a distorted geometry.

Each line ends with the Mulliken charge.
Positions of all 9 atoms, in Å:
C (1.51, 0.19, 0.14)  -0.47
O (-0.77, 0.25, 1.51)  -0.42
O (0.01, -1.34, -0.33)  -0.17
O (-0.81, 1.11, -0.85)  -0.17
F (-1.72, -2.00, -0.33)  -0.47
F (-2.11, 1.38, -0.53)  -0.09
S (-0.11, -0.06, 0.38)  1.18
H (1.73, 0.46, -0.86)  0.30
H (2.27, 0.01, 0.87)  0.31

Summary:
Multiplicity: 1
Maximum force, eV Å⁻¹: 7.37
Highest occupied orbital energy (alpha / beta), eV: -10.12 / -10.12
Orbital gap (alpha / beta), eV: 6.90 / 6.90
E_tot, hartree: -862.53403
Energy above the lowest of the compared OMol25 structures with the same formula, charge and spin, eV: 6.100

***

ORCA calculation (ωB97M-V/def2-TZVPD) on C4H10OS in the gas phase at a distorted geometry.

Each line ends with the Mulliken charge.
Positions of all 16 atoms, in Å:
C (1.02, -1.55, 0.64)  -0.93
C (-1.67, -0.57, 0.88)  -0.95
C (0.61, 2.14, 0.58)  -0.60
C (-0.34, -0.92, -1.66)  -1.15
O (0.37, 1.28, -0.50)  -0.57
S (-0.19, -0.53, 0.10)  0.88
H (1.70, -1.76, -0.11)  0.37
H (1.66, -1.36, 1.53)  0.29
H (-2.32, -0.03, 0.35)  0.43
H (-1.58, -0.29, 1.86)  0.39
H (0.92, 3.02, 0.10)  0.27
H (1.24, 1.57, 1.39)  0.18
H (-0.35, 2.28, 0.98)  0.28
H (-0.89, -0.17, -2.18)  0.35
H (0.65, -1.29, -2.06)  0.32
H (-0.82, -1.81, -1.89)  0.45

Summary:
Multiplicity: 3
Maximum force, eV Å⁻¹: 3.93
Highest occupied orbital energy (alpha / beta), eV: -5.58 / -7.66
Orbital gap (alpha / beta), eV: 6.44 / 5.74
<S²>: 2.018
E_tot, hartree: -631.48303
Energy above the lowest of the compared OMol25 structures with the same formula, charge and spin, eV: 4.856

***

ORCA calculation (ωB97M-V/def2-TZVPD) on a molecular structure, C6H7NO.

Each line ends with the Mulliken charge.
Positions of all 15 atoms, in Å:
C (2.45, -0.14, 0.05)  -1.24
C (-1.37, -0.36, 0.22)  0.34
C (0.08, 0.94, 0.04)  0.16
C (0.96, -0.11, 0.01)  0.30
C (0.05, -1.20, -0.03)  0.03
C (-2.62, -0.05, -0.14)  -0.74
O (-0.92, -1.37, 1.01)  -0.40
N (-0.13, 2.12, -0.30)  -0.65
H (-0.96, 2.54, 0.10)  0.30
H (0.19, -2.12, -0.60)  0.39
H (2.81, -1.02, -0.49)  0.34
H (2.88, 0.76, -0.41)  0.34
H (2.84, -0.21, 1.07)  0.27
H (-2.79, 0.76, -0.83)  0.30
H (-3.47, -0.55, 0.31)  0.27

Summary:
Multiplicity: 1
Maximum force, eV Å⁻¹: 0.49
Highest occupied orbital energy (alpha / beta), eV: -8.44 / -8.44
Orbital gap (alpha / beta), eV: 8.25 / 8.25
E_tot, hartree: -362.63139
Energy above the lowest of the compared OMol25 structures with the same formula, charge and spin, eV: 4.955

***

ORCA calculation (ωB97M-V/def2-TZVPD) on 8 unconnected molecules or ions with the total composition C50H97FN2O9P at a distorted geometry.

Each line ends with the Mulliken charge.
Positions of all 160 atoms, in Å:
C (9.88, -1.21, 1.85)  -0.61
C (10.24, 0.11, 1.04)  -0.47
C (9.17, 0.25, -0.14)  -0.77
C (7.85, 1.00, 0.35)  -0.26
C (6.63, 0.49, -0.54)  -0.37
C (5.81, 1.69, -1.22)  -0.59
C (4.34, 1.14, -1.47)  0.49
C (3.54, 1.87, -2.62)  -0.84
C (2.47, 2.93, -2.08)  -0.80
C (1.02, 2.29, -1.92)  -0.60
C (0.92, 1.30, -0.70)  -0.31
C (-0.36, 0.38, -0.69)  -0.31
C (-1.67, 1.06, -0.19)  0.27
C (-2.99, 0.83, -0.78)  -0.24
C (-3.36, -0.14, -1.96)  0.99
C (-4.01, -1.42, -1.24)  0.03
C (-2.93, -2.24, -0.41)  -0.86
C (-2.29, -3.43, -1.27)  1.92
C (-1.02, -4.00, -0.51)  -1.21
N (-3.97, 1.60, -0.11)  0.35
C (-3.25, 2.26, 0.87)  -0.16
P (-4.29, 3.38, 1.96)  0.42
O (-4.68, 4.55, 1.09)  -0.63
N (-1.91, 1.99, 0.87)  0.40
C (-0.91, 2.51, 1.80)  -1.46
C (-0.36, 3.92, 1.42)  0.80
O (-0.76, 4.63, 0.56)  -0.37
F (0.70, 4.39, 2.20)  -0.29
H (10.05, -2.11, 1.19)  0.27
H (8.78, -1.24, 2.12)  0.08
H (10.49, -1.25, 2.79)  0.16
H (10.12, 1.03, 1.68)  0.28
H (11.30, 0.07, 0.65)  0.33
H (8.95, -0.81, -0.46)  0.37
H (9.65, 0.79, -1.01)  0.29
H (7.99, 2.11, 0.29)  0.38
H (7.69, 0.66, 1.41)  0.02
H (5.95, -0.08, 0.16)  0.04
H (7.06, -0.20, -1.32)  0.34
H (5.81, 2.52, -0.46)  0.36
H (6.33, 2.02, -2.16)  0.28
H (4.45, 0.04, -1.74)  0.36
H (3.79, 1.25, -0.49)  -0.71
H (2.96, 1.12, -3.23)  0.32
H (4.27, 2.35, -3.34)  0.45
H (2.85, 3.34, -1.10)  0.30
H (2.48, 3.78, -2.82)  0.38
H (0.79, 1.79, -2.91)  0.26
H (0.32, 3.17, -1.79)  0.27
H (1.81, 0.61, -0.78)  0.25
H (1.09, 1.90, 0.23)  -0.05
H (-0.56, 0.10, -1.77)  -0.04
H (-0.14, -0.59, -0.16)  0.50
H (-2.38, -0.48, -2.42)  -0.26
H (-4.04, 0.33, -2.71)  -0.73
H (-4.71, -0.98, -0.46)  0.00
H (-4.56, -2.08, -1.97)  0.42
H (-3.40, -2.71, 0.52)  0.41
H (-2.11, -1.57, -0.01)  -0.05
H (-3.10, -4.22, -1.32)  -0.42
H (-2.05, -2.98, -2.27)  -0.75
H (-0.90, -3.54, 0.51)  0.28
H (-0.11, -3.87, -1.16)  0.30
H (-1.17, -5.10, -0.36)  0.32
H (-4.98, 1.62, -0.29)  0.29
H (-5.50, 2.79, 2.41)  0.14
H (-3.55, 3.88, 3.07)  0.01
H (-1.40, 2.59, 2.82)  0.66
H (-0.09, 1.75, 1.91)  0.59
C (-7.11, 3.07, -4.10)  -0.67
C (-8.32, 2.18, -4.35)  -0.52
C (-7.67, 0.91, -4.86)  -0.52
O (-6.38, 0.82, -4.23)  -0.20
C (-6.09, 2.07, -3.60)  0.12
H (-7.30, 3.88, -3.40)  0.35
H (-6.77, 3.51, -5.04)  0.30
H (-8.84, 1.98, -3.41)  0.18
H (-9.03, 2.60, -5.06)  0.36
H (-7.51, 0.94, -5.94)  0.30
H (-8.25, 0.01, -4.63)  0.28
H (-6.17, 1.92, -2.51)  -0.26
H (-5.06, 2.37, -3.83)  0.34
C (14.77, -1.91, 4.26)  -0.52
C (14.38, -0.53, 4.75)  -0.53
C (13.05, -0.32, 4.06)  -0.40
O (12.45, -1.61, 3.90)  -0.40
C (13.43, -2.61, 4.20)  -0.46
H (15.49, -2.42, 4.90)  0.33
H (15.21, -1.83, 3.26)  0.26
H (14.24, -0.55, 5.84)  0.27
H (15.11, 0.25, 4.52)  0.32
H (13.19, 0.11, 3.06)  0.24
H (12.38, 0.33, 4.63)  0.29
H (13.17, -3.06, 5.16)  0.26
H (13.40, -3.39, 3.43)  0.29
C (-8.64, -2.24, 0.50)  -0.72
C (-9.22, -0.86, 0.25)  -0.61
C (-8.00, -0.08, -0.19)  -0.20
O (-7.13, -1.01, -0.85)  -0.29
C (-7.59, -2.34, -0.60)  -0.14
H (-9.38, -3.04, 0.46)  0.37
H (-8.16, -2.27, 1.48)  0.29
H (-9.95, -0.91, -0.57)  0.26
H (-9.72, -0.43, 1.12)  0.39
H (-7.46, 0.34, 0.67)  0.11
H (-8.25, 0.73, -0.87)  0.15
H (-8.03, -2.73, -1.53)  0.27
H (-6.75, -2.98, -0.32)  0.10
C (-3.92, 7.56, 4.58)  -0.52
C (-3.00, 6.86, 5.55)  -0.29
C (-3.79, 6.93, 6.85)  -0.45
O (-5.18, 6.91, 6.48)  -0.41
C (-5.29, 7.11, 5.07)  -0.26
H (-3.74, 7.30, 3.54)  0.33
H (-3.83, 8.64, 4.69)  0.28
H (-2.86, 5.82, 5.25)  0.04
H (-2.01, 7.32, 5.63)  0.34
H (-3.60, 7.87, 7.38)  0.26
H (-3.57, 6.10, 7.52)  0.29
H (-5.58, 6.16, 4.62)  0.10
H (-6.07, 7.84, 4.86)  0.29
C (4.86, -0.38, 4.87)  -0.64
C (3.84, 0.49, 4.16)  -0.63
C (4.50, 0.73, 2.82)  0.37
O (5.30, -0.42, 2.54)  -0.42
C (5.39, -1.22, 3.72)  -0.43
H (4.45, -0.97, 5.68)  0.37
H (5.66, 0.25, 5.27)  0.28
H (2.91, -0.07, 4.03)  0.25
H (3.60, 1.41, 4.69)  0.40
H (5.16, 1.60, 2.85)  0.25
H (3.77, 0.88, 2.01)  -0.41
H (4.78, -2.12, 3.58)  0.28
H (6.43, -1.53, 3.87)  0.23
C (-4.69, -8.36, -1.81)  -0.60
C (-5.39, -7.40, -2.75)  -0.61
C (-5.09, -6.06, -2.09)  -0.03
O (-3.83, -6.19, -1.43)  -0.37
C (-3.45, -7.57, -1.41)  -0.56
H (-4.44, -9.32, -2.28)  0.35
H (-5.31, -8.55, -0.94)  0.26
H (-4.92, -7.43, -3.74)  0.29
H (-6.45, -7.59, -2.86)  0.36
H (-5.84, -5.82, -1.33)  0.13
H (-5.05, -5.24, -2.81)  0.08
H (-2.64, -7.72, -2.12)  0.31
H (-3.09, -7.84, -0.41)  0.28
C (-3.09, -3.11, -5.66)  -0.21
C (-3.80, -2.15, -6.60)  -0.71
C (-3.51, -0.81, -5.95)  0.02
O (-2.24, -0.93, -5.30)  -0.45
C (-1.86, -2.31, -5.27)  -0.28
H (-2.85, -4.07, -6.11)  0.44
H (-3.71, -3.30, -4.78)  -0.07
H (-3.34, -2.20, -7.59)  0.28
H (-4.87, -2.35, -6.70)  0.36
H (-4.26, -0.57, -5.19)  -0.12
H (-3.48, 0.00, -6.68)  0.34
H (-1.05, -2.46, -5.99)  0.37
H (-1.49, -2.57, -4.27)  0.00

Summary:
Multiplicity: 1
Maximum force, eV Å⁻¹: 4.94
Highest occupied orbital energy, eV: -10.46
Total charge: +1
Orbital gap, eV: 6.82
E_tot, hartree: -3190.79648